# 1
68
Properties=species:S:1:pos:R:3:forces:R:3 method="wB97M-V/def2-TZVPD" charge=-1 max_force_ev_per_a=1.43 s_squared=1.0180 homo_lumo_gap_ha="0.252 / 0.251" e_lumo_ev="2.611 / 2.611" multiplicity=2
Mn 0.723365 -0.027984 0.543750 -0.04 0.35 0.32
O -1.853961 1.017023 3.519494 0.23 0.33 0.28
C -1.645902 0.184921 2.531161 -0.05 -0.19 -0.08
O -0.589659 -0.382725 2.333657 0.07 0.32 -0.31
C -2.853280 0.002572 1.618112 0.06 0.11 -0.06
O -2.452890 0.157667 0.275916 -0.08 0.07 -0.03
C -2.621077 -1.002286 -0.536796 0.23 -0.24 0.14
C -1.570696 -2.121512 -0.284338 -0.40 0.32 -0.13
O -1.989333 -3.275784 -0.328421 0.11 0.04 0.01
O -0.377445 -1.731927 -0.112546 0.93 0.63 0.09
H -0.952570 1.371662 3.849997 -0.12 -0.19 -0.16
H -3.286158 -0.986974 1.790303 0.03 -0.02 0.07
H -3.590676 0.769148 1.860920 -0.06 -0.05 0.02
H -3.622845 -1.416861 -0.399436 0.01 0.00 -0.02
H -2.508632 -0.661839 -1.567434 -0.01 -0.01 -0.01
C 4.948771 2.635949 -1.004934 -0.11 -0.08 0.09
C 4.084643 2.153633 0.166869 0.12 0.09 -0.02
C 4.072860 3.203503 1.280830 0.02 -0.07 0.04
C 4.547241 0.803003 0.681567 -0.26 -0.12 -0.05
C 5.706847 0.732494 1.440634 0.07 0.01 0.01
C 6.134374 -0.466802 1.981016 0.01 0.03 0.01
C 5.368853 -1.601589 1.786008 0.11 -0.04 0.03
C 4.203427 -1.584306 1.025183 0.01 0.03 -0.13
C 3.421013 -2.887512 0.951225 -0.22 0.09 -0.04
C 2.276565 -2.855657 1.974585 0.20 -0.07 -0.10
C 2.891243 -3.296463 -0.429679 0.11 -0.01 0.11
C 3.797573 -0.371028 0.431856 0.30 0.10 0.22
N 2.643266 -0.295118 -0.375955 -1.36 0.24 0.37
C 2.801527 -0.381128 -1.714641 0.22 -0.14 -0.17
C 3.993104 -0.781977 -2.370456 -0.10 0.16 0.12
C 4.079921 -0.863284 -3.748229 -0.01 0.05 -0.11
C 2.997043 -0.556923 -4.561602 0.08 -0.03 -0.10
C 1.804831 -0.164954 -3.960578 0.06 -0.03 -0.03
C 1.737988 -0.092321 -2.594903 0.14 0.01 0.09
F 0.563575 0.328255 -2.029106 -0.13 -0.01 -0.08
H 4.603326 3.608459 -1.366578 0.01 0.00 0.00
H 4.909500 1.927731 -1.830172 0.02 -0.05 -0.09
H 5.990784 2.738250 -0.689070 0.00 0.02 -0.02
H 3.057584 2.030620 -0.179955 0.00 -0.06 -0.03
H 5.083646 3.456615 1.609502 0.01 0.01 -0.02
H 3.512026 2.833176 2.139795 0.07 0.07 -0.04
H 3.604209 4.124037 0.922604 0.07 0.02 0.02
H 6.283241 1.633100 1.623268 -0.01 -0.01 -0.02
H 7.047990 -0.511190 2.562045 -0.02 -0.01 0.02
H 5.685681 -2.537436 2.235387 -0.03 -0.02 -0.02
H 4.119661 -3.667459 1.271210 0.02 0.02 0.00
H 1.634991 -1.992359 1.800923 -0.14 0.00 0.03
H 2.659294 -2.777196 2.993245 0.00 0.03 0.01
H 1.661024 -3.752681 1.888543 -0.06 0.04 0.02
H 1.960022 -2.786438 -0.660901 -0.05 0.02 -0.06
H 2.689309 -4.370326 -0.431610 -0.02 -0.01 0.01
H 3.614811 -3.083339 -1.218247 -0.04 -0.06 0.03
H 4.846449 -1.036377 -1.754452 0.03 0.03 -0.03
H 5.014776 -1.174087 -4.200814 0.01 -0.01 0.03
H 3.072026 -0.620141 -5.638946 -0.01 -0.01 0.00
H 0.932913 0.084951 -4.551995 -0.04 0.01 0.06
N -0.253251 2.077529 -0.129239 0.21 -0.87 0.18
C -0.574573 3.143509 0.827024 0.11 -0.01 0.11
C 0.638901 3.475143 1.694401 0.04 -0.21 0.05
C 0.921921 2.266777 2.598832 -0.38 0.18 -0.05
O 0.419512 2.288645 3.749364 -0.03 -0.10 -0.09
O 1.555854 1.317310 2.078887 0.15 -0.66 -0.44
H 0.354955 2.430802 -0.858513 0.07 -0.10 -0.01
H -1.097362 1.726914 -0.567689 -0.02 -0.01 -0.02
H -1.388432 2.793902 1.466519 -0.03 0.03 -0.03
H -0.924033 4.047429 0.314671 -0.01 -0.04 0.00
H 0.429279 4.351422 2.305927 0.00 0.02 -0.01
H 1.501959 3.662832 1.052905 -0.08 0.05 0.02


# 2
67
Properties=species:S:1:pos:R:3:forces:R:3 method="wB97M-V/def2-TZVPD" smiles="CN(C)CCNC(=O)C(=O)NC[C@H](c1ccc2c(c1)OCO2)N1CCN(c2ccc(F)cc2)CC1" charge=0 max_force_ev_per_a=1.26 homo_lumo_gap_ha=0.306 de_lowest_kj_mol=16.9 e_lumo_ev=0.677
C -7.338000 -1.065672 -0.725546 0.09 -0.05 0.07
N -5.974736 -1.054115 -0.244053 0.01 -0.13 0.00
C -5.051372 -1.535184 -1.249885 -0.12 -0.12 0.13
H -4.027687 -1.423721 -0.899380 0.13 0.00 -0.01
H -5.245224 -2.595685 -1.421989 0.05 0.00 -0.12
H -5.152489 -1.017422 -2.216187 0.05 0.03 -0.07
C -5.585133 0.174092 0.411764 0.07 0.34 -0.01
H -6.350964 0.394786 1.159218 0.02 0.03 0.03
C -5.400116 1.429037 -0.476150 -0.18 -0.11 0.44
N -4.124076 1.437955 -1.142202 0.09 -0.28 -0.43
C -3.029072 2.031709 -0.660523 -0.20 0.00 -0.02
O -2.967241 2.805491 0.280451 0.00 0.01 0.15
C -1.779516 1.592548 -1.428370 0.23 0.04 -0.28
O -1.837789 0.746003 -2.305922 -0.03 -0.03 0.02
N -0.674675 2.223376 -1.014198 -0.08 0.36 0.28
H -0.785693 2.844373 -0.220948 -0.10 -0.08 -0.08
C 0.645937 1.772695 -1.341797 0.33 -0.24 -0.10
H 1.254871 2.630574 -1.636690 0.00 -0.09 -0.05
H 0.550699 1.091159 -2.190833 0.11 0.12 0.05
C 1.315372 1.011045 -0.166012 -0.09 0.06 -0.46
N 1.531647 1.929840 0.956159 -0.24 -0.11 -0.06
C 1.696772 1.303434 2.256093 0.08 -0.11 0.13
C 2.926291 0.371017 2.307889 -0.12 0.00 0.19
N 3.982158 0.906949 1.470463 -0.13 0.24 0.19
C 4.566669 0.136821 0.491003 0.30 -0.23 -0.24
C 4.740610 -1.240112 0.697633 -0.09 0.16 0.00
C 5.332322 -2.039793 -0.257571 0.10 0.01 -0.35
C 5.775945 -1.469747 -1.436552 -0.03 0.08 0.04
C 5.638562 -0.115464 -1.669395 0.12 -0.39 -0.08
C 5.033470 0.678339 -0.714797 -0.11 0.03 0.22
H 4.919536 1.729360 -0.926851 -0.04 0.12 0.01
H 5.992202 0.308858 -2.595890 0.04 0.02 -0.10
F 6.358763 -2.251841 -2.376963 -0.03 0.04 0.06
H 5.461846 -3.097444 -0.090616 0.03 -0.11 0.00
H 4.428210 -1.687701 1.627402 -0.02 -0.02 0.10
C 3.946939 2.347805 1.410880 -0.07 0.02 -0.09
C 2.646632 2.848837 0.738780 0.07 0.21 0.10
H 2.808357 2.976544 -0.331116 -0.03 0.03 0.00
H 2.371577 3.823185 1.157726 0.15 0.05 -0.10
H 3.994886 2.710222 2.443835 0.04 0.07 -0.10
H 4.827815 2.724947 0.893385 -0.01 0.04 0.08
H 3.273977 0.267283 3.344826 -0.11 -0.10 0.00
H 2.633205 -0.612526 1.936961 0.04 0.04 0.04
H 0.806251 0.733199 2.514203 0.10 0.08 0.13
H 1.794916 2.115154 2.981112 -0.03 -0.06 0.06
C 0.444696 -0.172138 0.177534 0.21 -0.12 0.00
C 0.821278 -1.433824 -0.258214 0.05 0.21 0.02
C 0.036752 -2.563145 -0.036222 -0.39 -0.20 0.14
C -1.142321 -2.381079 0.642603 0.02 0.54 0.11
C -1.527092 -1.116580 1.088940 0.27 -0.38 -0.21
C -0.761796 0.000289 0.869495 -0.28 -0.32 0.18
H -1.083710 0.961732 1.231763 -0.03 0.16 0.09
O -2.731353 -1.211249 1.737147 0.25 0.38 -0.12
C -3.067513 -2.584285 1.731174 -0.96 -0.51 0.63
O -2.092943 -3.299152 1.000191 0.38 -0.07 -0.33
H -3.094646 -2.957948 2.768777 0.08 0.11 -0.24
H -4.056427 -2.718107 1.269387 0.22 0.07 0.02
H 0.338516 -3.536568 -0.383173 0.05 -0.15 -0.05
H 1.754199 -1.551469 -0.789985 0.13 0.03 -0.05
H 2.269896 0.625375 -0.560410 -0.13 -0.01 0.05
H -3.949505 0.787526 -1.900149 0.09 0.13 0.11
H -6.197058 1.494147 -1.220570 0.02 0.09 0.05
H -5.428844 2.316286 0.160174 -0.10 -0.04 -0.09
H -4.644105 -0.006617 0.939267 -0.07 0.10 0.01
H -7.502520 -0.418682 -1.600895 -0.02 0.02 -0.03
H -8.005357 -0.747836 0.073598 -0.09 0.01 0.00
H -7.597593 -2.085739 -1.008506 -0.09 -0.01 -0.06